Record 1
Formula: C50H45F6NO5P
Source: the Open Molecules 2025 dataset
Level of theory: ωB97M-V/def2-TZVPD

The geometry in ORCA input format:
```
! wB97M-V def2-TZVPD RIJCOSX def2/J DEFGRID3
* xyz 1 1
P -1.04729 2.93332 2.32170
F -3.15957 -1.74871 -3.16563
F -1.12625 -5.56522 2.81280
F -2.93449 -1.64231 -9.22212
F 7.65398 3.84037 -2.10390
F 3.53702 1.29721 1.22859
F 2.77722 -2.44541 4.88220
O -4.14802 1.86883 3.82871
O -2.22088 3.13837 1.23628
O -1.31024 3.82599 3.43663
O -4.08323 1.01442 1.72733
O 0.40489 3.26196 1.72636
N 0.14141 -0.63460 3.75283
C -0.59618 -6.76505 2.46416
C -0.42802 -8.57202 0.91675
C 3.84788 4.21399 -0.90118
C -2.13085 -2.47419 0.21818
C -2.28272 0.52520 3.27314
C -1.10224 0.87858 -7.39626
C 7.93549 4.61027 -3.17336
C -2.85691 -1.22213 -6.91035
C -2.41668 -3.77298 -2.22010
C 4.25210 -0.22295 8.01510
C 2.89205 -2.03451 7.20780
C -1.81633 -3.82103 0.10998
C 4.42082 3.64499 -2.02948
C 3.39441 -1.28587 8.26266
C -1.58711 0.12507 -8.45539
C -7.87327 1.88206 -1.24627
C -7.89029 2.89013 1.04557
C 8.50637 4.03119 -4.28954
C 7.94004 6.75183 -4.22710
C 0.48029 -9.19841 1.75875
C 3.54564 3.42017 0.19724
C -0.97597 -7.34780 1.27292
C -7.30980 1.10088 -2.24943
C 4.40378 1.48896 -0.96154
C -2.45988 -0.91392 -8.19696
C 4.61326 0.09092 6.71226
C 4.12151 -0.66168 5.65477
C -5.39494 0.72468 -0.82961
C -2.57903 -1.77155 -0.88839
C 8.79016 4.82564 -5.39142
C 4.69603 2.28357 -2.06089
C -2.36167 -0.47290 -5.85238
C -6.06920 0.54558 -2.02109
C 0.10837 0.59500 3.22722
C -5.95833 1.48122 0.18269
C -3.62276 1.20461 2.97004
C -2.19851 -0.75252 3.82523
C -1.48677 0.57842 -6.09574
C -7.21216 2.05972 -0.04714
C -5.33789 1.71969 1.54048
C -1.95722 -4.46960 -1.11091
C -1.09015 1.22098 2.98951
C -0.97008 -1.30244 4.05945
C 0.84600 -8.59958 2.95694
C 3.83056 2.07100 0.15074
C 3.26598 -1.71280 5.91875
C -2.71827 -2.43167 -2.09209
C 0.30819 -7.37077 3.31186
C 7.64484 5.95956 -3.12643
C 8.50981 6.18543 -5.35936
H -1.29368 0.33785 -9.47501
H 7.72539 7.81208 -4.20030
H 4.39907 -0.43722 4.63178
H 0.58646 -6.88441 4.23802
H 5.13959 1.84086 -2.94261
H -7.86537 0.95185 -3.17172
H -5.66277 -0.06593 -2.82805
H -3.09783 -1.30975 4.07778
H 4.61808 0.42790 -0.96389
H -2.02542 -1.96790 1.17030
H -1.70919 -5.51846 -1.20105
H -0.42365 1.70003 -7.58579
H -1.69293 -6.84879 0.63481
H 8.73615 6.80354 -6.21841
H -2.54127 -4.26225 -3.17728
H -8.58939 2.25231 1.60446
H -5.13251 2.79036 1.68446
H -0.71094 -9.03685 -0.01841
H -2.81970 -0.72045 -0.82235
H 1.06373 -1.04410 3.90499
H -1.10330 1.16588 -5.27074
H 8.72483 2.97105 -4.29198
H -2.65774 -0.70877 -4.84118
H 3.09151 3.84261 1.08569
H 4.65440 4.26217 -2.88755
H -8.49201 3.67677 0.56797
H 0.56770 2.80031 0.88473
H 3.63635 5.27483 -0.87437
H 1.55075 -9.08970 3.61525
H -0.85525 -2.30449 4.46966
H 1.05652 1.08241 2.99661
H -4.42296 0.26689 -0.67634
H 5.27899 0.92126 6.51875
H -7.18414 3.40553 1.70261
H -6.07364 1.42019 2.29955
H -2.07320 2.58788 0.44783
H 4.64019 0.36216 8.83825
H 3.11605 -1.53332 9.27825
H -8.84854 2.35456 -1.35838
H 7.19317 6.38097 -2.23744
H 2.21568 -2.86208 7.38139
H -3.54624 -2.03981 -6.74317
H -1.46268 -4.36395 0.97427
H 9.23097 4.38366 -6.27519
H 0.90388 -10.15492 1.48224
*
```

The LUMO energy comes out at -4.52 eV.

Mulliken atomic charge list, values in e, 99 entries: number 1, P, carries 0.801; number 2, F, carries -0.217; number 3, F, carries -0.286; number 4, F, carries -0.309; number 5, F, carries -0.335; number 6, F, carries -0.287; number 7, F, carries -0.364; number 8, O, carries -0.514; number 9, O, carries -0.432; number 10, O, carries -0.676; number 11, O, carries 0.073; number 12, O, carries -0.345; number 13, N, carries 0.250; number 14, C, carries 0.460; number 15, C, carries -0.487; number 16, C, carries -0.493; number 17, C, carries -0.346; number 18, C, carries 0.218; number 19, C, carries -0.267; number 20, C, carries 0.348; number 21, C, carries -0.608; number 22, C, carries -0.675; number 23, C, carries -0.477; number 24, C, carries -0.424; number 25, C, carries -0.409; number 26, C, carries -0.528; number 27, C, carries -0.384; number 28, C, carries -0.513; number 29, C, carries -0.591; number 30, C, carries -1.713; number 31, C, carries -0.466; number 32, C, carries -0.359; number 33, C, carries -0.523; number 34, C, carries -0.326; number 35, C, carries -0.263; number 36, C, carries -0.741; number 37, C, carries -0.483; number 38, C, carries 0.366; number 39, C, carries -0.398; number 40, C, carries -0.322; number 41, C, carries -0.108; number 42, C, carries -0.492; number 43, C, carries -0.348; number 44, C, carries -0.457; number 45, C, carries 0.028; number 46, C, carries -0.463; number 47, C, carries -0.615; number 48, C, carries 0.253; number 49, C, carries -0.210; number 50, C, carries -0.403; number 51, C, carries -0.695; number 52, C, carries 0.888; number 53, C, carries -1.029; number 54, C, carries -0.216; number 55, C, carries 0.548; number 56, C, carries -0.455; number 57, C, carries -0.390; number 58, C, carries 0.343; number 59, C, carries 0.244; number 60, C, carries 0.180; number 61, C, carries -0.536; number 62, C, carries -0.294; number 63, C, carries -0.480; number 64, H, carries 0.414; number 65, H, carries 0.365; number 66, H, carries 0.546; number 67, H, carries 0.407; number 68, H, carries 0.398; number 69, H, carries 0.411; number 70, H, carries 0.435; number 71, H, carries 0.570; number 72, H, carries 0.431; number 73, H, carries 0.577; number 74, H, carries 0.415; number 75, H, carries 0.369; number 76, H, carries 0.454; number 77, H, carries 0.375; number 78, H, carries 0.447; number 79, H, carries 0.342; number 80, H, carries 0.507; number 81, H, carries 0.374; number 82, H, carries 0.490; number 83, H, carries 0.158; number 84, H, carries 0.372; number 85, H, carries 0.414; number 86, H, carries 0.465; number 87, H, carries 0.533; number 88, H, carries 0.478; number 89, H, carries 0.490; number 90, H, carries 0.316; number 91, H, carries 0.393; number 92, H, carries 0.369; number 93, H, carries 0.501; number 94, H, carries 0.695; number 95, H, carries 0.162; number 96, H, carries 0.385; number 97, H, carries 0.333; number 98, H, carries 0.505; number 99, H, carries 0.307


Record 2
Formula: C10H14NO4PY
Source: the Open Molecules 2025 dataset
Level of theory: ωB97M-V/def2-TZVPD

The geometry in ORCA input format:
```
! wB97M-V def2-TZVPD RIJCOSX def2/J DEFGRID3
* xyz 3 1
Y -0.24545 -0.78111 -1.26551
P 0.36719 1.83439 -2.11787
O 1.70537 -1.08770 -0.30849
O -3.80414 -1.15794 1.20541
O -2.26421 -0.58532 -0.32507
O 3.09738 -2.27158 0.87587
N -0.36197 -1.60527 1.00921
C 1.05696 2.63088 -0.63947
C 1.65100 1.92990 -3.38743
C -0.49353 -2.56961 3.57659
C 0.75207 -2.00997 1.62347
C -1.02008 2.85625 -2.66183
C -2.60697 -1.09139 0.76852
C -1.65597 -2.14272 2.93641
C 0.73586 -2.50028 2.91875
C -1.52985 -1.66079 1.64272
C 1.92778 -1.78929 0.70627
H 1.63930 -2.81021 3.43026
H 1.33631 3.66390 -0.85882
H 3.22605 -2.82470 1.66831
H -4.47408 -0.76046 0.61126
H 1.95314 2.10100 -0.31418
H -1.84094 2.80130 -1.94733
H -1.36464 2.52365 -3.64127
H -0.54118 -2.94604 4.59098
H -0.70026 3.89730 -2.74330
H 0.32069 2.65034 0.16586
H -2.61927 -2.17635 3.42964
H 1.26401 1.57809 -4.34391
H 2.51871 1.33585 -3.09932
H 1.97072 2.96787 -3.50570
*
```

The LUMO energy comes out at -11.83 eV.

Charges in e, computed with Mulliken, in the same order as the atoms: number 1, Y, carries 1.504; number 2, P, carries 0.527; number 3, O, carries -0.518; number 4, O, carries -0.311; number 5, O, carries -0.622; number 6, O, carries -0.320; number 7, N, carries -0.154; number 8, C, carries -1.093; number 9, C, carries -1.163; number 10, C, carries -0.606; number 11, C, carries 0.874; number 12, C, carries -1.069; number 13, C, carries 0.449; number 14, C, carries -0.494; number 15, C, carries -0.694; number 16, C, carries 0.426; number 17, C, carries 0.653; number 18, H, carries 0.300; number 19, H, carries 0.418; number 20, H, carries 0.363; number 21, H, carries 0.449; number 22, H, carries 0.368; number 23, H, carries 0.359; number 24, H, carries 0.386; number 25, H, carries 0.503; number 26, H, carries 0.389; number 27, H, carries 0.377; number 28, H, carries 0.543; number 29, H, carries 0.399; number 30, H, carries 0.371; number 31, H, carries 0.388


Record 3
Formula: C3H9NP2
Source: the Open Molecules 2025 dataset
Level of theory: ωB97M-V/def2-TZVPD

The geometry in ORCA input format:
```
! wB97M-V def2-TZVPD RIJCOSX def2/J DEFGRID3
* xyz 0 1
P -2.69315 -0.70724 0.25016
P -0.12348 1.53926 -0.58859
N 1.33996 1.14359 0.05450
C -1.29840 0.55456 0.64215
C 1.90390 -0.13606 0.42026
C 1.28904 -1.26749 0.24350
H 1.82859 -2.16574 0.34895
H 2.89940 0.02096 0.84323
H 1.78923 1.95372 0.50467
H 0.10576 0.79521 -1.82796
H -1.88406 1.30807 1.11929
H -1.80429 -1.83776 0.27049
H 0.34337 -1.35636 -0.08273
H -0.73623 0.09637 1.34654
H -2.75861 -0.51516 -1.04272
*
```

The structure (SMILES) is C=CNPCP. The LUMO energy comes out at 1.02 eV.

Charges in e, computed with Mulliken, in the same order as the atoms: number 1, P, carries 0.065; number 2, P, carries -0.052; number 3, N, carries -0.245; number 4, C, carries -1.069; number 5, C, carries 0.051; number 6, C, carries -0.815; number 7, H, carries 0.241; number 8, H, carries 0.280; number 9, H, carries 0.268; number 10, H, carries 0.030; number 11, H, carries 0.497; number 12, H, carries -0.003; number 13, H, carries 0.267; number 14, H, carries 0.494; number 15, H, carries -0.008


no.,HOMO-LUMO gap (Eh)
1,0.2233
2,0.2915
3,0.3536